1.
{
  "formula": "C28H22N13ReS",
  "method": "wB97M-V/def2-TZVPD",
  "total_charge": 1,
  "spin_multiplicity": 4,
  "orbital_gap_ev": [7.4, 7.2],
  "de_lowest_kj_mol": 0.0,
  "symbols": ["Re", "C", "C", "C", "C", "N", "C", "N", "C", "N", "C", "N", "C", "C", "C", "C", "C", "N", "C", "C", "C", "C", "C", "C", "H", "H", "H", "H", "H", "H", "H", "H", "H", "H", "H", "H", "S", "C", "N", "N", "C", "N", "C", "C", "C", "C", "C", "C", "H", "H", "H", "H", "H", "H", "N", "N", "H", "H", "H", "H", "N", "C", "N", "C", "N"],
  "xyz": [[0.01128, 0.20945, 0.68170], [2.40471, 1.84188, -2.56727], [3.63742, 1.19926, -2.46109], [3.79695, 0.20353, -1.52760], [2.73444, -0.16652, -0.69446], [1.56179, 0.52164, -0.75762], [1.41071, 1.48037, -1.69846], [2.96648, -1.27517, 0.10423], [1.99035, -2.00615, 0.51358], [0.66112, -1.66291, 0.44243], [-0.13740, -2.77556, 0.63060], [-1.38651, -2.84815, 0.36954], [-2.05644, -1.84748, -0.32044], [-3.31796, -2.20519, -0.80564], [-4.05185, -1.32357, -1.55943], [-3.50246, -0.07923, -1.86929], [-2.27573, 0.23734, -1.34628], [-1.57289, -0.59764, -0.55156], [0.74837, -3.86498, 1.08545], [0.47099, -5.16243, 1.46385], [1.55198, -5.96814, 1.80771], [2.85976, -5.49254, 1.74357], [3.13620, -4.19281, 1.33201], [2.05842, -3.38896, 1.02061], [2.22645, 2.62187, -3.29254], [4.45825, 1.47248, -3.11070], [4.72086, -0.34442, -1.41895], [0.45001, 1.97567, -1.71570], [-3.68274, -3.18941, -0.55426], [-5.03909, -1.59404, -1.90798], [-4.02870, 0.64068, -2.47933], [-1.82494, 1.20234, -1.53407], [-0.54543, -5.52992, 1.49572], [1.37617, -6.98628, 2.12777], [3.67422, -6.15024, 2.01551], [4.14947, -3.82134, 1.26457], [1.62633, 0.75315, 2.38055], [0.66525, 1.84121, 3.25039], [0.02631, 2.60845, 3.82795], [-2.07559, 3.88772, 1.26365], [-1.93628, 2.58069, 1.04910], [-0.69638, 2.25496, 0.71950], [0.03405, 3.45723, 0.75058], [1.39060, 3.72060, 0.56365], [1.80552, 5.02804, 0.70455], [0.91115, 6.05937, 1.03049], [-0.42798, 5.80879, 1.23600], [-0.83739, 4.48910, 1.09113], [-2.92621, 4.33383, 1.56679], [-2.75608, 1.88660, 1.14166], [2.10062, 2.93492, 0.35364], [2.85302, 5.26447, 0.57638], [1.28503, 7.06820, 1.13678], [-1.11912, 6.59391, 1.50964], [-0.92015, -1.94192, -3.47602], [0.10298, -0.94856, -3.36192], [-0.78339, -2.53887, -4.28445], [-1.80453, -1.46405, -3.58906], [0.41836, -0.62369, -4.27152], [0.89296, -1.39606, -2.91259], [-1.34577, -0.22342, 2.09972], [-2.43034, -0.30428, 2.55692], [-3.56853, -0.34805, 3.07276], [-4.60311, -0.78465, 2.35144], [-5.51561, -1.13111, 1.73612]],
  "forces_ev_per_angstrom": [[0.00, 0.01, 0.00], [0.00, 0.00, 0.00], [0.00, 0.01, 0.00], [-0.02, 0.00, 0.01], [0.02, 0.03, -0.01], [0.00, -0.02, -0.02], [-0.01, -0.02, 0.01], [-0.03, -0.02, 0.00], [0.04, 0.01, 0.00], [0.01, -0.04, -0.06], [-0.04, -0.01, 0.00], [0.02, 0.00, 0.00], [-0.02, 0.00, 0.01], [0.02, 0.00, 0.00], [0.00, 0.01, -0.01], [-0.01, -0.01, -0.01], [0.01, -0.01, 0.00], [-0.03, 0.01, -0.03], [-0.01, -0.01, 0.01], [0.01, 0.01, -0.01], [0.00, 0.00, 0.00], [0.00, -0.01, 0.00], [-0.01, 0.00, 0.00], [0.01, 0.01, 0.01], [0.00, 0.00, 0.00], [0.00, 0.00, 0.00], [0.00, 0.00, 0.00], [0.00, 0.00, -0.01], [0.00, 0.00, 0.00], [0.00, 0.00, 0.00], [0.00, 0.00, 0.00], [0.00, 0.00, 0.00], [0.00, 0.00, 0.00], [0.00, 0.00, 0.00], [0.00, 0.00, 0.00], [0.00, 0.00, 0.00], [-0.03, 0.04, -0.02], [0.12, -0.05, 0.17], [-0.06, -0.02, -0.03], [0.02, 0.00, 0.00], [-0.02, 0.01, 0.00], [0.01, 0.01, -0.03], [0.00, 0.03, -0.04], [-0.02, 0.00, 0.00], [0.00, 0.00, 0.00], [0.00, 0.00, 0.00], [0.00, -0.02, -0.01], [0.00, 0.00, -0.01], [0.00, 0.00, 0.00], [0.01, -0.01, 0.01], [0.00, 0.01, 0.01], [0.00, 0.00, 0.00], [0.00, 0.00, 0.00], [0.00, 0.00, 0.00], [-0.02, 0.02, 0.05], [0.02, -0.01, -0.02], [0.00, -0.01, 0.00], [-0.01, 0.00, -0.01], [0.00, -0.03, -0.01], [0.02, 0.04, 0.01], [-0.01, 0.10, 0.08], [0.01, -0.07, -0.09], [-0.02, 0.02, 0.07], [-0.01, -0.02, -0.03], [0.01, 0.01, 0.01]],
  "lowdin_charge": [1.44, -0.04, -0.02, 0.02, -0.32, -0.07, -0.16, 0.17, -0.30, -0.08, -0.26, 0.20, -0.31, 0.01, -0.03, -0.05, -0.16, -0.04, -0.09, 0.01, -0.04, -0.05, 0.01, -0.09, 0.12, 0.12, 0.13, 0.10, 0.13, 0.13, 0.12, 0.10, 0.12, 0.11, 0.11, 0.12, 0.63, -0.78, 0.12, 0.17, -0.14, -0.08, -0.25, -0.04, -0.05, -0.06, 0.01, -0.18, 0.18, 0.13, 0.08, 0.11, 0.11, 0.12, -0.06, -0.07, 0.07, 0.05, 0.07, 0.06, -0.02, -0.29, 0.12, -0.35, 0.13]
}

***

2.
{
  "formula": "ClHN2O",
  "method": "wB97M-V/def2-TZVPD",
  "spin_multiplicity": 3,
  "orbital_gap_ev": [7.3, 8.0],
  "de_lowest_kj_mol": 320.7,
  "symbols": ["N", "N", "O", "Cl", "H"],
  "xyz": [[-0.97754, -1.06499, 0.92199], [-1.04993, -0.41993, 0.02192], [-1.17365, 0.33748, -0.83216], [1.96537, 0.69170, -0.52060], [1.23575, 0.45573, 0.40885]],
  "forces_ev_per_angstrom": [[-0.01, -6.79, 12.68], [1.64, 0.49, -8.34], [-1.89, 6.26, -4.40], [1.88, 0.59, -2.25], [-1.62, -0.56, 2.31]],
  "lowdin_charge": [0.17, -0.34, 0.14, 0.38, -0.35]
}

***

3.
{
  "formula": "C10H14N4OS2",
  "method": "wB97M-V/def2-TZVPD",
  "smiles": "CCCCCSc1nc2nc(N)sc2c(=O)[nH]1",
  "orbital_gap_ev": 8.7,
  "symbols": ["C", "C", "C", "C", "C", "S", "C", "N", "C", "N", "C", "N", "S", "C", "C", "O", "N", "H", "H", "H", "H", "H", "H", "H", "H", "H", "H", "H", "H", "H", "H"],
  "xyz": [[2.90092, -0.34798, 3.58597], [2.12441, -0.76693, 2.31947], [1.36785, -2.08807, 2.53065], [0.80299, -2.71577, 1.26716], [0.08445, -1.72873, 0.34277], [-1.32097, -0.81933, 1.15945], [-1.71880, 0.22451, -0.19870], [-0.88382, 0.35120, -1.22829], [-1.25120, 1.20540, -2.23379], [-0.43960, 1.36121, -3.33138], [-1.02912, 2.27092, -4.12408], [-0.38999, 2.60580, -5.26952], [-2.50394, 3.03050, -3.52277], [-2.37919, 1.97369, -2.16593], [-3.25630, 1.79085, -1.06357], [-4.21906, 2.50686, -0.85518], [-2.90386, 0.92046, -0.10378], [3.41773, 0.61232, 3.43404], [3.65100, -1.09597, 3.76574], [2.18426, -0.24686, 4.42214], [1.41237, 0.02684, 2.02292], [2.88008, -0.85357, 1.51232], [0.56409, -1.91677, 3.22416], [2.01873, -2.83307, 3.00548], [0.15256, -3.55129, 1.48495], [1.60767, -3.17038, 0.73678], [-0.30268, -2.27369, -0.52709], [0.82809, -0.98361, -0.00244], [-0.42868, 3.56497, -5.52646], [0.46480, 2.09744, -5.38949], [-3.43477, 0.84906, 0.72847]],
  "forces_ev_per_angstrom": [[-0.99, 0.57, -0.56], [0.40, 0.18, -0.05], [0.49, -0.01, -0.13], [-0.81, 0.65, 0.31], [0.65, 0.06, -0.13], [0.65, -0.47, -0.66], [1.27, 0.44, -1.64], [-1.31, -0.65, 1.67], [0.55, -0.37, 0.02], [-1.71, 1.11, -0.58], [1.36, -1.01, 1.69], [-0.89, -0.05, -0.08], [0.40, -0.48, -0.40], [0.34, -0.91, 0.17], [-1.23, 3.10, -0.46], [-1.25, 0.35, -0.17], [2.81, -2.30, -0.07], [-0.25, -0.27, 0.10], [0.30, -0.36, 0.51], [0.59, -0.12, -0.14], [0.34, -0.33, 0.11], [-0.51, -0.10, 0.12], [-0.45, 0.20, 0.50], [0.03, 0.19, 0.02], [-0.36, -0.20, 0.39], [0.73, -0.11, -0.84], [-0.07, 0.41, 0.19], [-0.75, -0.27, 0.10], [0.14, 0.46, -0.49], [0.35, 0.14, -0.08], [-0.81, 0.13, 0.58]],
  "lowdin_charge": [-0.11, -0.28, -0.25, -0.27, -0.44, 0.97, -0.59, 0.12, -0.39, 0.12, -0.65, 0.09, 1.11, -0.42, -0.52, 0.04, 0.14, 0.07, 0.06, 0.08, 0.10, 0.12, 0.09, 0.12, 0.10, 0.10, 0.08, 0.08, 0.09, 0.10, 0.14]
}

***

4.
{
  "formula": "C31H58BClN5O5",
  "method": "wB97M-V/def2-TZVPD",
  "total_charge": 1,
  "orbital_gap_ev": 7.8,
  "symbols": ["C", "C", "C", "C", "C", "C", "C", "C", "C", "C", "C", "B", "O", "O", "C", "C", "C", "C", "C", "Cl", "C", "C", "C", "N", "C", "C", "C", "N", "C", "C", "C", "N", "O", "H", "H", "H", "H", "H", "H", "H", "H", "H", "H", "H", "H", "H", "H", "H", "H", "H", "H", "H", "H", "H", "H", "H", "H", "H", "H", "H", "H", "H", "H", "H", "H", "H", "H", "H", "H", "H", "H", "H", "H", "H", "H", "H", "H", "C", "C", "O", "N", "C", "H", "H", "H", "H", "H", "H", "H", "C", "C", "O", "N", "C", "H", "H", "H", "H", "H", "H", "H"],
  "xyz": [[3.70328, 2.34659, 3.79512], [5.02835, 2.19468, 3.04653], [5.08129, 0.93002, 2.20209], [4.18886, 0.98694, 0.95222], [4.49025, 2.18468, 0.01846], [3.28978, 3.14656, -0.09937], [2.35289, 2.82075, -1.27289], [1.14396, 2.01411, -0.80964], [0.15350, 2.93722, -0.06798], [-1.25405, 2.37066, 0.06881], [-1.42648, 1.40262, 1.25831], [-2.99728, 1.44144, 1.54773], [-3.45978, 2.07642, 2.71012], [-3.86126, 0.89120, 0.67681], [-5.06055, 1.63085, 0.39863], [-0.76510, 0.00912, 1.08132], [-1.66247, -1.09385, 0.53367], [-0.90400, -2.26614, -0.07279], [-1.83055, -3.44645, -0.25686], [-0.38887, -1.72588, -1.72393], [0.06611, -0.26467, 2.35982], [-0.77731, -1.07339, 3.42067], [-0.53007, -2.59927, 3.43046], [-1.67129, -3.36863, 3.92833], [1.46309, -0.79832, 2.19050], [2.04576, -1.09143, 0.97271], [3.33912, -1.56049, 0.93662], [4.11785, -1.79783, 1.99120], [3.53089, -1.49942, 3.15573], [2.26468, -1.00128, 3.30867], [0.12019, 1.08924, 2.99895], [-0.67751, 1.87977, 2.41582], [-0.82629, 3.17988, 2.86956], [3.83729, 3.02241, 4.63301], [3.34980, 1.38741, 4.16369], [2.94750, 2.79935, 3.15362], [5.81818, 2.12473, 3.78899], [5.21302, 3.05705, 2.41472], [6.08840, 0.67260, 1.88238], [4.73523, 0.09538, 2.81540], [4.38973, 0.07875, 0.38641], [3.15487, 0.98045, 1.29754], [5.39184, 2.71340, 0.30413], [4.63636, 1.76905, -0.97311], [3.67019, 4.15786, -0.21053], [2.70180, 3.10720, 0.81662], [2.88686, 2.21444, -2.00155], [2.04401, 3.72632, -1.78417], [1.51252, 1.23680, -0.14190], [0.61683, 1.59200, -1.66143], [0.58824, 3.23011, 0.88529], [0.07710, 3.84976, -0.65246], [-1.98140, 3.17646, 0.16458], [-1.48122, 1.79867, -0.82857], [-3.69306, 2.98744, 2.48444], [-5.51722, 1.19070, -0.47877], [-5.78251, 1.54667, 1.20133], [-4.83861, 2.66698, 0.15380], [-0.07016, 0.18839, 0.25661], [-2.37698, -1.46387, 1.26796], [-2.23516, -0.65149, -0.27217], [-0.02008, -2.55026, 0.47908], [-2.11063, -3.89224, 0.69496], [-1.32349, -4.18439, -0.86979], [-2.71955, -3.15961, -0.81108], [-0.46371, -0.70532, 4.39965], [-1.82858, -0.81984, 3.31634], [-0.19170, -2.96899, 2.46899], [0.28074, -2.78303, 4.12595], [-1.86868, -3.05060, 4.87013], [-2.48978, -3.15964, 3.36636], [1.51207, -0.95055, 0.04828], [3.77689, -1.75673, -0.03481], [4.12015, -1.67363, 4.04805], [1.90294, -0.77252, 4.30043], [0.73989, 1.34022, 3.84117], [-1.33674, 3.12022, 3.69181], [-6.84987, -2.86471, -2.15626], [-5.43875, -3.16439, -2.60077], [-4.57716, -3.53814, -1.81386], [-5.14890, -3.00810, -3.91387], [-6.03053, -2.58018, -4.98697], [-6.92242, -3.03767, -1.08710], [-7.10416, -1.82432, -2.36219], [-7.55897, -3.51813, -2.66458], [-4.19187, -3.22601, -4.14353], [-6.08848, -3.36013, -5.74676], [-5.63429, -1.67461, -5.44792], [-7.02856, -2.37778, -4.61542], [1.91439, 0.67691, -6.82709], [0.99144, 0.57395, -5.63699], [0.09880, 1.38145, -5.43344], [1.18484, -0.46291, -4.77749], [2.18217, -1.51605, -4.83803], [1.63351, 1.54820, -7.40985], [2.94904, 0.79145, -6.50196], [1.82827, -0.20865, -7.45752], [0.53085, -0.46629, -4.01129], [1.68940, -2.48811, -4.88976], [2.79989, -1.49028, -3.93814], [2.82126, -1.39928, -5.70601]],
  "forces_ev_per_angstrom": [[0.21, 0.44, -0.29], [0.00, -0.57, 0.11], [-0.34, 0.04, -0.13], [1.19, 0.65, 0.11], [-1.15, -0.41, 0.12], [0.45, 0.13, -0.32], [0.20, -0.51, 0.23], [-0.24, 1.00, 0.17], [0.31, -0.21, -0.45], [0.50, -0.25, 0.44], [-0.75, -0.77, 0.06], [-0.36, -0.35, 0.97], [0.46, 0.47, -0.67], [0.38, 0.58, -0.54], [-0.43, -0.52, -0.24], [0.72, 0.16, -1.25], [0.27, 0.21, 0.45], [-1.00, 0.02, -0.15], [0.28, -0.06, -0.46], [0.47, -0.03, 0.00], [-1.03, 0.08, 0.58], [1.03, 0.00, -0.08], [-0.44, 0.09, 0.50], [0.28, 0.41, -0.33], [0.38, -0.34, -0.14], [-1.01, -0.13, 0.22], [0.68, -1.17, -0.16], [-1.26, -0.22, -0.11], [0.52, -0.81, 0.40], [-0.53, 0.14, 0.05], [0.21, -0.93, -1.06], [0.06, 1.27, 1.25], [0.11, -0.16, -0.34], [-0.10, 0.07, 0.22], [-0.06, -0.11, 0.10], [-0.24, -0.10, -0.09], [0.23, 0.18, 0.04], [0.12, 0.32, 0.12], [0.28, 0.21, 0.07], [0.58, 0.69, -0.14], [-0.12, 0.46, 0.06], [0.03, 0.20, -0.33], [0.17, 0.02, 0.11], [0.40, 0.10, -0.22], [-0.06, 0.21, 0.05], [0.10, 0.21, 0.26], [0.17, 0.06, -0.19], [-0.20, 0.14, -0.10], [-0.09, -0.21, -0.17], [0.05, -0.34, -0.13], [-0.14, 0.14, 0.13], [-0.03, 0.19, -0.08], [-0.07, 0.15, -0.12], [-0.31, -0.01, -0.09], [-0.32, 0.02, 0.45], [0.06, -0.15, -0.17], [0.04, 0.14, 0.33], [0.05, 0.13, 0.17], [0.14, -0.13, 0.23], [-0.06, -0.04, 0.13], [-0.35, -0.04, -0.06], [0.31, 0.08, -0.08], [0.01, 0.00, 0.14], [0.03, -0.32, 0.09], [-0.15, 0.04, 0.13], [-0.23, -0.01, 0.25], [-0.16, -0.04, -0.14], [-0.18, -0.09, -0.18], [0.28, -0.13, -0.05], [-0.17, -0.20, 0.07], [-0.10, -0.15, 0.06], [0.05, -0.04, -0.19], [0.03, -0.21, -0.01], [0.14, -0.02, 0.00], [0.00, -0.08, 0.18], [0.00, 0.38, 0.22], [-0.22, -0.07, -0.06], [0.04, -0.01, 0.07], [0.11, -0.07, 0.02], [-0.14, 0.10, -0.02], [-0.16, 0.07, 0.08], [0.38, -0.10, -0.02], [0.08, -0.03, 0.00], [-0.09, -0.03, -0.07], [-0.06, 0.09, -0.04], [0.00, -0.01, -0.03], [-0.11, 0.05, -0.04], [-0.11, 0.03, -0.04], [0.00, -0.01, 0.04], [-0.05, 0.04, 0.00], [-0.11, 0.09, 0.04], [0.03, 0.01, 0.02], [0.16, 0.03, -0.13], [-0.32, 0.07, 0.28], [-0.06, 0.02, 0.05], [0.03, -0.09, -0.06], [0.11, -0.02, 0.01], [-0.01, -0.05, 0.02], [0.11, -0.06, -0.06], [0.10, -0.07, -0.07], [-0.01, 0.04, -0.02]],
  "lowdin_charge": [-0.09, -0.23, -0.20, -0.19, -0.16, -0.18, -0.18, -0.18, -0.15, -0.07, -0.19, -0.61, 0.16, 0.07, -0.01, -0.15, -0.18, -0.67, -0.11, 0.68, -0.26, -0.08, -0.24, 0.02, -0.16, -0.04, -0.15, 0.10, -0.15, -0.04, 0.12, -0.02, 0.11, 0.07, 0.05, 0.05, 0.11, 0.10, 0.12, 0.06, 0.08, 0.08, 0.10, 0.10, 0.11, 0.08, 0.11, 0.11, 0.08, 0.11, 0.10, 0.13, 0.13, 0.14, 0.12, 0.10, 0.10, 0.10, 0.09, 0.13, 0.11, 0.07, 0.09, 0.08, 0.05, 0.12, 0.12, 0.10, 0.11, 0.07, 0.06, 0.08, 0.13, 0.13, 0.12, 0.17, 0.14, -0.01, -0.54, 0.01, 0.01, -0.07, 0.08, 0.08, 0.09, 0.14, 0.09, 0.09, 0.07, -0.01, -0.56, 0.02, 0.00, -0.08, 0.08, 0.08, 0.09, 0.07, 0.08, 0.08, 0.07]
}

***

5.
{
  "formula": "C5H10O",
  "method": "wB97M-V/def2-TZVPD",
  "smiles": "OC1CCCC1",
  "orbital_gap_ev": 11.2,
  "de_lowest_kj_mol": 115.5,
  "symbols": ["O", "C", "C", "C", "C", "C", "H", "H", "H", "H", "H", "H", "H", "H", "H", "H"],
  "xyz": [[-1.95937, -0.04849, 0.78660], [-1.06280, 0.10481, -0.30929], [-0.20086, -1.17308, -0.57631], [1.00413, -0.98984, 0.39636], [1.27720, 0.49919, 0.44800], [-0.07052, 1.22523, 0.10067], [-2.60302, -0.73540, 0.57036], [-1.65314, 0.37638, -1.20768], [-0.82335, -2.05922, -0.37116], [0.05991, -1.20470, -1.64054], [2.07450, -1.29865, 0.41055], [0.67915, -1.36873, 1.36943], [1.92874, 0.45726, 1.35022], [2.01594, 0.80195, -0.30011], [-0.53826, 1.80310, 0.89943], [0.05582, 1.91092, -0.75369]],
  "forces_ev_per_angstrom": [[-0.10, -0.33, 0.08], [0.48, 0.03, -0.14], [0.27, 0.01, 0.06], [0.03, -0.10, 0.18], [0.21, 0.08, -0.01], [0.16, -0.07, 0.20], [0.14, 0.11, 0.03], [0.36, -0.07, 0.30], [0.39, 0.16, -0.02], [0.17, 0.07, 0.17], [-0.90, -1.36, -1.36], [-0.26, 0.40, 0.10], [-1.13, 1.74, 0.30], [-0.17, -0.32, -0.32], [0.14, -0.10, 0.05], [0.19, -0.24, 0.38]],
  "lowdin_charge": [-0.05, -0.38, -0.12, -0.22, -0.21, -0.11, 0.09, 0.14, 0.11, 0.11, 0.11, 0.10, 0.11, 0.10, 0.11, 0.11]
}

***

Values for energy, eV, ordered as above
-61725.3942 -17558.3031 -40276.5272 -63969.4907 -7393.5687